Density functional theory data (wB97M-V/def2-TZVPD) for C19H23IrN3O7P2S as an isolated structure.

```
56
Properties=species:S:1:pos:R:3
Ir -0.30 -0.08 -0.24
S -2.18 3.67 -1.90
P 3.06 -0.61 0.65
P 1.59 0.68 3.03
O 1.43 -0.30 4.12
O 2.88 -2.04 0.94
O 2.00 2.15 3.69
O 4.58 -0.32 0.09
O 2.13 0.26 -0.17
O -0.22 -2.01 0.28
O 0.56 0.97 1.98
N -0.77 1.94 -0.61
N 0.33 0.02 -3.23
N 3.57 1.78 1.55
C -4.15 -1.41 -1.61
C 0.23 -3.64 1.97
C 3.23 0.43 2.17
C 0.92 3.39 0.45
C -2.90 -1.43 -1.02
C -2.16 -0.25 -0.88
C -3.99 0.94 -2.02
C -2.04 -2.61 1.79
C -4.72 -0.23 -2.10
C -0.14 3.16 -0.43
C 0.89 5.72 -0.22
C 1.43 4.67 0.54
C -2.73 0.92 -1.42
C -0.21 5.51 -1.03
C -0.54 -2.37 1.61
C -0.73 4.22 -1.11
C -1.88 2.07 -1.29
C 0.13 -0.05 -2.09
C 4.33 0.03 3.13
H 1.30 -3.45 1.94
H -0.26 -1.59 2.32
H -2.46 -2.35 -0.67
H -4.71 -2.34 -1.69
H -5.70 -0.25 -2.56
H 5.29 -0.04 2.61
H 3.30 2.54 2.18
H -2.62 -1.73 1.51
H -0.05 -3.98 2.97
H 1.80 2.13 4.63
H 3.03 1.79 0.65
H 1.20 2.57 1.08
H 4.08 -0.94 3.54
H -0.01 -4.42 1.24
H 4.56 1.82 1.33
H -4.40 1.86 -2.42
H 1.31 6.71 -0.14
H -0.67 6.32 -1.57
H -2.37 -3.45 1.16
H 4.40 0.74 3.96
H 2.23 4.88 1.23
H 4.81 -0.95 -0.60
H -2.27 -2.85 2.83
```

The relative energy (zero: lowest compared OMol25 entry of this formula, charge and spin) comes out at 2.0640 eV. As for the net charge: -1. Its LUMO energy is 2.29 eV. The spin multiplicity is 1. The orbital gap comes out at 6.80 eV.


Density functional theory data (wB97M-V/def2-TZVPD) for C2H5NO2S in the gas phase.

```
11
Properties=species:S:1:pos:R:3
S 1.86 -0.19 0.09
O -2.77 -0.15 -0.98
O -2.66 0.01 1.17
N -2.21 -0.32 0.09
C -0.86 -0.97 0.06
C 0.05 0.12 -0.36
H -0.69 -1.33 1.00
H 2.41 -0.75 -1.02
H 0.05 0.26 -1.52
H -0.22 1.08 -0.03
H -0.85 -1.92 -0.57
```

The relative energy (zero: lowest compared OMol25 entry of this formula, charge and spin) comes out at 3.5982 eV. Its structure (SMILES) is O=[N+]([O-])CCS. Its LUMO energy is 0.06 eV. The spin multiplicity is 1. The orbital gap comes out at 9.92 eV.


Density functional theory data (wB97M-V/def2-TZVPD) for H4N2O3Si in the gas phase.

```
10
Properties=species:S:1:pos:R:3
Si -0.05 0.30 0.54
O 1.06 -1.46 -1.29
O 2.22 0.28 -0.84
O -0.38 1.83 0.55
N -1.38 -0.73 0.11
N 1.11 -0.38 -0.74
H -0.09 2.61 0.01
H 0.81 -0.07 1.70
H -2.13 -1.11 0.70
H -1.18 -1.28 -0.75
```

The relative energy (zero: lowest compared OMol25 entry of this formula, charge and spin) comes out at 0.3035 eV. Its structure (SMILES) is N[Si@H](O)[N+](=O)[O-]. Its LUMO energy is -0.21 eV. The spin multiplicity is 1. The orbital gap comes out at 10.22 eV.


Density functional theory data (wB97M-V/def2-TZVPD) for a 14-piece molecular cluster, C60H54F8N6O36 overall.

```
164
Properties=species:S:1:pos:R:3
F -1.22 3.18 -3.70
F 1.03 -4.05 3.78
F 3.95 -0.56 -0.70
F -4.90 1.30 -1.76
F 6.72 -0.40 -5.96
F -5.94 4.96 -0.42
F 2.86 0.19 -7.92
F -1.40 -1.90 6.58
O 5.70 -5.48 1.24
O 0.43 -2.90 6.17
O 1.98 2.10 -7.10
O -1.96 -1.93 2.95
O 2.03 4.37 -3.63
O 0.10 1.06 -6.64
O -5.56 3.95 3.21
O -7.77 0.75 -0.53
O -5.31 3.45 -4.13
O 2.89 -0.45 4.83
O -2.94 3.81 -0.23
O 3.90 -3.11 3.78
O 6.53 2.46 -0.54
O 2.75 -4.27 2.32
O -3.70 4.70 -4.99
O 4.97 -0.62 -4.71
O 2.43 2.24 -3.54
O 4.20 -2.66 1.65
O -3.29 2.61 -4.47
O -6.89 0.73 -2.57
O -3.65 -0.38 -4.77
O 5.78 -2.32 -3.61
O -5.79 1.90 2.44
O 5.75 1.10 1.11
O -2.43 4.81 1.74
O -0.81 -4.74 6.06
O 1.38 -4.75 6.81
O -1.88 -0.32 -3.50
O -4.06 5.65 0.45
O 1.59 -0.81 3.08
O 0.03 3.20 -7.28
O -8.35 -0.88 -2.02
O 3.70 -2.44 -4.46
O 6.43 -3.94 -0.10
O -2.29 0.05 2.30
O 5.85 0.41 -0.99
N -5.32 2.78 3.21
N 1.96 -0.13 4.03
N 2.16 3.36 -3.05
N 5.61 -4.82 0.19
N -3.04 -0.69 -3.78
N -1.79 -1.04 2.14
C -3.53 0.41 5.47
C -2.06 3.08 -4.80
C 0.97 -2.34 0.11
C -3.45 -3.07 -0.94
C 2.25 -4.67 3.66
C 2.44 2.48 0.68
C 3.29 -4.15 4.55
C -6.20 1.72 -1.96
C 3.64 -3.25 2.50
C -0.71 -2.50 5.57
C -3.70 -1.62 -2.83
C -2.91 -2.11 -1.82
C 6.17 1.42 -0.16
C 1.02 -1.29 -0.88
C 3.67 -6.11 -0.28
C 0.02 3.41 5.24
C -7.72 0.10 -1.74
C 2.83 -6.21 -2.54
C 6.91 -1.50 -3.89
C 6.31 -0.37 -4.67
C -5.61 -2.77 -2.01
C -0.81 -0.10 0.09
C 1.72 4.73 0.41
C -4.29 0.93 4.37
C 5.32 -0.25 1.11
C 2.38 0.80 -6.78
C -4.69 5.27 -0.74
C 2.09 3.43 -1.51
C 5.23 -0.64 -0.30
C -4.81 -3.24 -0.96
C -4.56 2.26 4.33
C 0.64 2.18 -7.07
C -4.15 3.60 -4.46
C 4.81 -4.90 -2.14
C -3.19 2.71 6.22
C -0.89 -1.18 0.99
C 4.70 -1.87 -4.28
C 0.18 -0.20 -0.92
C 0.35 1.73 3.53
C -3.99 3.20 5.25
C -2.36 4.41 -5.41
C -3.06 4.73 0.75
C 3.87 -5.37 -2.99
C -0.34 2.83 4.05
C 2.44 2.34 -0.71
C 1.68 1.74 5.59
C -3.02 1.31 6.36
C 2.77 -6.57 -1.18
C 1.28 1.15 4.37
C 0.00 -2.23 1.07
C -3.86 4.14 -1.28
C 4.65 -5.27 -0.79
C -4.99 -1.96 -2.96
C -1.47 -3.76 5.30
C 1.18 0.16 -6.15
C -6.99 1.97 -0.76
C 1.74 4.66 -0.95
C 0.40 -4.19 6.41
C 1.10 2.94 5.95
C 2.02 3.70 1.24
H 3.59 -6.21 0.77
H 2.88 -3.80 5.45
H 3.20 0.75 -6.06
H -6.33 2.14 0.08
H -4.78 6.13 -1.40
H -2.54 0.87 7.23
H 6.57 0.66 -4.33
H -5.37 -3.90 -0.31
H 5.68 -1.56 -0.61
H -3.31 4.41 -2.20
H 1.38 3.34 6.99
H -1.95 -1.74 -1.62
H -0.04 1.26 2.67
H 2.15 -5.78 3.64
H 2.72 1.72 1.45
H 5.51 -4.12 -2.38
H -2.44 4.35 -6.55
H 2.44 1.28 6.18
H -6.68 -2.93 -2.03
H 7.54 -2.15 -4.58
H -1.51 2.42 -5.47
H 0.11 0.50 -1.74
H 2.69 1.40 -1.15
H 7.48 -1.06 -3.07
H -1.39 -4.19 4.31
H 6.02 -0.87 1.64
H 1.79 -3.06 0.23
H -2.51 -3.80 5.66
H -1.32 3.13 3.64
H -4.68 0.27 3.64
H -0.57 -1.85 4.75
H -2.84 -3.65 -0.23
H -2.80 3.41 6.95
H 1.75 -1.40 -1.68
H 1.17 -0.84 -6.57
H -4.50 3.33 -1.52
H 3.92 -5.07 -4.00
H -4.34 4.21 5.09
H 4.31 -0.28 1.56
H 1.60 5.64 0.98
H 2.22 3.88 2.28
H -1.72 5.19 -4.94
H -5.53 -1.40 -3.77
H -6.11 2.57 -2.61
H -7.77 2.78 -0.94
H -0.46 4.29 5.59
H -3.33 -0.66 5.57
H 1.22 0.24 -5.03
H 1.41 5.47 -1.58
H 2.03 -6.63 -3.18
H 1.88 -7.01 -0.86
H -1.47 0.79 0.26
H 4.06 -4.89 4.66
H -0.12 -2.97 1.85
```

Its LUMO energy is -1.17 eV. The spin multiplicity is 1. The orbital gap comes out at 8.55 eV.


Density functional theory data (wB97M-V/def2-TZVPD) for C23H26As2N2S6W as an isolated structure.

```
60
Properties=species:S:1:pos:R:3
W 0.58 -0.43 1.13
As -0.59 -2.62 3.16
As -1.59 0.59 -0.05
S -0.44 -0.44 3.49
S 2.66 -0.80 2.56
S 0.92 1.94 1.52
S 1.52 -0.96 -0.71
S -0.89 -2.49 0.98
S -1.99 -3.68 4.23
N 4.73 -1.06 0.86
N 3.38 -2.89 1.11
C -1.20 1.18 -4.19
C -4.42 0.25 -0.46
C -3.68 -0.26 1.77
C 5.11 0.35 1.00
C -2.51 3.36 -0.18
C -1.23 1.40 -2.82
C -3.39 0.13 0.47
C -1.60 0.37 -1.97
C 3.67 -1.63 1.41
C -5.73 -0.03 -0.09
C 3.95 -3.66 0.01
C -4.99 -0.54 2.14
C 5.23 -4.40 0.40
C -0.38 2.96 0.89
C -1.94 -0.88 -2.48
C -1.25 5.19 0.68
C -2.39 4.71 0.04
C -1.91 -1.09 -3.85
C 4.54 1.22 -0.11
C -6.01 -0.43 1.21
C -1.54 -0.06 -4.71
C -1.51 2.49 0.23
C -0.26 4.33 1.11
H 3.19 -4.36 -0.31
H -3.16 5.39 -0.29
H 4.12 -2.99 -0.83
H -6.53 0.06 -0.82
H -2.23 -1.68 -1.81
H -1.52 -0.23 -5.77
H -3.40 2.97 -0.68
H -4.22 0.54 -1.48
H -7.03 -0.65 1.50
H 3.45 1.22 -0.07
H 5.62 -4.95 -0.46
H 4.89 2.25 0.01
H -0.96 2.37 -2.42
H 6.01 -3.72 0.75
H 2.53 -3.23 1.54
H -0.91 1.98 -4.86
H -2.18 -2.06 -4.25
H 4.86 0.86 -1.09
H -2.88 -0.36 2.50
H -5.20 -0.86 3.15
H 4.76 0.69 1.98
H 5.27 -1.60 0.20
H -1.15 6.26 0.87
H 6.20 0.39 1.01
H 5.03 -5.11 1.20
H 0.61 4.71 1.63
```

The relative energy (zero: lowest compared OMol25 entry of this formula, charge and spin) comes out at 0.0000 eV. As for the expectation value of S²: 2.0261. Its LUMO energy (spin up / spin down) is -0.94 / -1.31 eV. The spin multiplicity is 3. The orbital gap (spin up / spin down) comes out at 5.95 / 6.40 eV.


Density functional theory data (wB97M-V/def2-TZVPD) for a 2-piece molecular cluster, C5H8O overall.

```
14
Properties=species:S:1:pos:R:3
O -1.04 0.31 2.71
C -0.72 -0.36 -0.40
C -1.84 0.36 -0.47
C -0.68 0.92 1.82
C 1.88 -0.55 -0.03
C 0.64 0.20 -0.54
H 0.72 1.28 -0.41
H 2.28 -0.20 0.93
H 0.44 -0.01 -1.62
H -1.81 1.44 -0.55
H -2.81 -0.11 -0.52
H 2.69 -0.42 -0.76
H -0.73 -1.45 -0.43
H 1.69 -1.62 0.07
```

The relative energy (zero: lowest compared OMol25 entry of this formula, charge and spin) comes out at 2.1060 eV. Its LUMO energy is 1.13 eV. The spin multiplicity is 1. The orbital gap comes out at 10.19 eV.


Density functional theory data (wB97M-V/def2-TZVPD) for C10H27AlAsN2O4S as an isolated structure.

```
46
Properties=species:S:1:pos:R:3
As 2.94 -1.48 -1.88
S 2.05 -0.23 -0.30
Al -0.09 -0.37 0.37
O -1.47 0.78 -0.28
O -0.62 -1.90 -0.34
O 0.39 1.35 1.33
O -1.30 -0.65 1.88
N -0.63 -4.11 0.13
N -1.87 -3.28 -1.61
C -1.11 2.19 -0.28
C -0.41 2.51 1.03
C 2.10 -1.15 -3.58
C 1.41 1.58 2.34
C -2.74 0.39 0.30
C -1.04 -1.22 3.19
C 4.76 -0.89 -1.90
C 2.91 -3.38 -1.53
C -2.56 0.05 1.78
C -1.04 -3.09 -0.60
H -3.07 -0.49 -0.25
H -2.00 2.80 -0.44
H 2.23 -0.10 -3.86
H -2.52 0.94 2.41
H 5.26 -1.17 -0.97
H -3.37 -0.58 2.12
H 4.81 0.19 -2.04
H -0.95 -5.05 -0.03
H -2.24 -4.19 -1.83
H 1.91 -3.79 -1.69
H 3.60 -3.83 -2.24
H -1.28 -0.50 3.96
H -1.64 -2.12 3.32
H -1.10 2.70 1.85
H 3.26 -3.58 -0.52
H 0.02 -1.47 3.24
H 0.23 3.39 0.91
H 5.26 -1.38 -2.74
H 1.91 0.64 2.53
H -2.18 -2.52 -2.19
H 2.13 2.31 1.97
H 2.58 -1.78 -4.32
H 1.04 -1.38 -3.53
H -0.01 -3.97 0.91
H -0.43 2.32 -1.12
H -3.48 1.19 0.16
H 0.94 1.95 3.25
```

As for the net charge: +3. Its LUMO energy is -8.65 eV. The spin multiplicity is 1. The orbital gap comes out at 10.52 eV.


Density functional theory data (wB97M-V/def2-TZVPD) for a 2-piece molecular cluster, C10H9F2NO2 overall.

```
24
Properties=species:S:1:pos:R:3
F 1.06 -0.35 -2.63
F -0.98 -1.09 -2.19
O 1.48 -1.66 1.31
O -2.84 -0.13 0.31
N -0.81 -1.13 1.04
C -1.30 -2.43 1.52
C 0.36 -1.31 -1.95
C 0.51 -0.82 0.91
C 1.71 1.30 0.12
C 1.53 2.55 -0.41
C -0.93 2.27 -0.12
C -0.73 0.97 0.25
C -1.64 -0.08 0.56
C 0.25 3.05 -0.53
C 0.63 0.50 0.45
H -0.61 -2.80 2.24
H -2.39 -2.49 1.66
H -1.30 -3.17 0.58
H 0.05 4.04 -0.99
H -2.00 2.67 -0.09
H 2.10 -1.81 0.55
H 2.70 1.03 0.34
H 0.78 -2.22 -2.30
H 2.37 3.13 -0.63
```

Its LUMO energy (spin up / spin down) is -0.61 / -0.60 eV. The spin multiplicity is 1. The orbital gap (spin up / spin down) comes out at 6.07 / 8.43 eV.


Density functional theory data (wB97M-V/def2-TZVPD) for HORb as an isolated structure.

```
3
Properties=species:S:1:pos:R:3
Rb -0.20 -1.54 -1.35
O -0.37 0.64 0.61
H 0.57 0.89 0.74
```

The relative energy (zero: lowest compared OMol25 entry of this formula, charge and spin) comes out at 0.2874 eV. Its LUMO energy is -0.90 eV. The spin multiplicity is 1. The orbital gap comes out at 5.68 eV.


Density functional theory data (wB97M-V/def2-TZVPD) for C18H13FN2O4 in the gas phase.

```
38
Properties=species:S:1:pos:R:3
F 2.31 1.79 5.82
O 1.11 -0.10 -3.21
O -0.68 1.37 2.12
O -0.66 -1.82 -0.66
O -2.06 0.64 -2.75
N 0.37 0.74 -1.27
N 1.36 0.82 1.23
C 3.55 0.54 2.13
C -4.01 0.46 -1.68
C -1.25 -3.49 -2.01
C -4.24 0.36 -3.07
C -0.60 -2.51 -2.78
C 2.72 1.37 4.60
C 2.22 0.90 2.32
C -2.65 0.64 -1.53
C -3.02 0.47 -3.66
C 0.44 -0.24 -2.21
C -1.26 -3.01 -0.73
C 4.46 0.61 3.17
C 4.05 1.03 4.43
C 1.79 1.32 3.58
C -1.89 0.80 -0.33
C 0.01 1.05 1.17
C -0.26 -1.50 -1.91
C -0.55 0.86 -0.20
H 1.79 0.50 0.37
H -2.72 0.46 -4.69
H 0.88 1.58 -1.52
H -0.39 -2.52 -3.83
H -1.64 -3.42 0.18
H 5.49 0.33 3.01
H 0.77 1.60 3.75
H 3.88 0.21 1.15
H -1.66 -4.42 -2.35
H 4.74 1.09 5.25
H -2.47 0.87 0.58
H -4.73 0.42 -0.90
H -5.18 0.21 -3.55
```

The relative energy (zero: lowest compared OMol25 entry of this formula, charge and spin) comes out at 0.6559 eV. Its structure (SMILES) is O=C(Nc1cccc(F)c1)/C(=C/c1ccco1)NC(=O)c1ccco1. Its LUMO energy is -0.23 eV. The spin multiplicity is 1. The orbital gap comes out at 8.09 eV.


Density functional theory data (wB97M-V/def2-TZVPD) for C4H4BrNO in the gas phase.

```
11
Properties=species:S:1:pos:R:3
Br 0.55 3.54 0.87
O -0.84 1.25 1.23
N 0.88 0.81 -0.20
C -1.00 0.04 0.72
C 0.04 -0.25 -0.12
C 0.21 1.77 0.70
C 0.35 -1.40 -0.96
H -1.85 -0.58 1.20
H 1.42 -1.86 -0.57
H -0.47 -2.02 -0.87
H 0.71 -1.30 -1.99
```

The relative energy (zero: lowest compared OMol25 entry of this formula, charge and spin) comes out at 1.6138 eV. Its structure (SMILES) is Cc1coc(Br)n1. Its LUMO energy is 0.74 eV. The spin multiplicity is 1. The orbital gap comes out at 9.45 eV.


Density functional theory data (wB97M-V/def2-TZVPD) for a 2-piece molecular cluster, CH2F2N2 overall.

```
7
Properties=species:S:1:pos:R:3
F -1.36 -0.41 -1.01
F 0.83 -0.71 -1.47
N -0.53 2.03 1.72
N -0.69 1.22 0.94
C -0.18 -0.77 -0.49
H -0.08 -1.64 0.26
H -1.51 1.10 0.29
```

The relative energy (zero: lowest compared OMol25 entry of this formula, charge and spin) comes out at 3.4128 eV. Its LUMO energy (spin up / spin down) is 0.59 / 0.62 eV. The spin multiplicity is 1. The orbital gap (spin up / spin down) comes out at 8.72 / 9.45 eV.


Energy readings, ordered: -2614.314164 -682.507352 -627.107441 -6154.395464 -7929.430127 -270.480501 -3683.280369 -791.303941 -99.867914 -1204.053048 -2858.759859 -348.391060 Eh
Max |F| readings, ordered: 0.022 0.095 0.102 0.089 0.021 0.039 0.013 0.083 0.028 0.026 0.128 0.053 Eh/bohr